(1)
{
  "formula": "C3H10N2O2",
  "method": "ωB97M-V/def2-TZVPD",
  "symbols": ["O", "O", "N", "N", "C", "C", "C", "H", "H", "H", "H", "H", "H", "H", "H", "H", "H"],
  "coordinates": [[1.45148, 1.95948, -0.34410], [-2.75254, -3.08356, 0.00353], [-2.13703, 0.33005, 0.51446], [2.87402, 0.37082, -0.78743], [-0.63431, 0.67933, 0.55949], [0.48352, -0.22455, 0.06843], [1.57965, 0.80456, -0.28976], [0.73644, -0.87130, 0.96182], [-3.04486, -2.18513, 0.11488], [-2.11694, -3.18237, 0.70910], [-0.38235, 0.86249, 1.72310], [0.37727, -0.93596, -0.79024], [-2.63354, 0.20896, -0.28027], [-0.64370, 1.54949, -0.07552], [3.37093, -0.28666, -0.18832], [3.39043, 1.22171, -1.00092], [-2.37729, 0.14928, 1.43281]],
  "mulliken_charge": [-0.510, -0.644, -0.483, -0.519, -0.310, -0.559, 0.540, 0.236, 0.320, 0.304, 0.216, 0.306, 0.173, 0.216, 0.232, 0.275, 0.206],
  "e_above_lowest_ev": 2.460,
  "smiles": "NCCC(N)=O.O",
  "e_homo_ev": -9.016,
  "total_charge": 0
}

---

(2)
{
  "formula": "C32H42N10O2S3SiTeTi",
  "method": "ωB97M-V/def2-TZVPD",
  "symbols": ["Te", "Ti", "S", "S", "S", "Si", "O", "O", "N", "N", "N", "N", "N", "N", "N", "N", "N", "N", "C", "C", "C", "C", "C", "C", "C", "C", "C", "C", "C", "C", "C", "C", "C", "C", "C", "C", "C", "C", "C", "C", "C", "C", "C", "C", "C", "C", "C", "C", "C", "C", "H", "H", "H", "H", "H", "H", "H", "H", "H", "H", "H", "H", "H", "H", "H", "H", "H", "H", "H", "H", "H", "H", "H", "H", "H", "H", "H", "H", "H", "H", "H", "H", "H", "H", "H", "H", "H", "H", "H", "H", "H", "H"],
  "coordinates": [[1.37472, 1.70806, -1.96781], [-0.15369, 0.40756, -0.11630], [0.48532, -3.57869, -1.47413], [4.07416, 3.46367, -1.88080], [-1.64120, -1.80996, 0.15460], [-2.79477, 1.91796, -2.02245], [1.14186, -0.55963, 6.83268], [4.14876, -4.08323, 3.00690], [1.66208, -3.06472, -3.88718], [-1.74522, 1.52788, -0.61277], [-0.40891, 0.06272, 2.12228], [-3.74452, -0.13589, 0.88348], [-3.96832, -2.19407, 1.47197], [0.34904, -1.53292, -3.27049], [-0.11306, 2.24989, 0.77847], [1.52782, -0.74703, 0.48471], [-0.56240, -0.80278, -2.49066], [1.64014, -2.17397, -4.91724], [0.72658, -0.71001, 4.08030], [0.46709, 2.97731, 1.75028], [0.81987, -1.24293, -4.53559], [3.28411, 2.10238, -1.19979], [-1.53598, 4.27819, 1.89966], [-1.37167, 2.47676, 0.35063], [3.33562, -2.22552, -0.04395], [4.09614, 1.48984, -0.28079], [-3.68383, 0.33704, -2.46838], [-1.34560, 0.59702, 2.91391], [-5.10342, -1.52484, 1.88541], [2.47466, -2.16239, 2.17215], [-4.05971, 3.21334, -1.62080], [5.35841, 2.13016, -0.14390], [-0.23235, 4.03174, 2.30627], [-0.25530, -0.17133, 4.89964], [4.36740, -3.75186, 1.65955], [2.39303, -1.28582, -0.39368], [0.46072, -0.04060, -5.32004], [0.60970, -0.59033, 2.70359], [-1.31414, 0.49140, 4.28897], [1.84539, 2.61775, 2.18494], [3.38118, -2.69446, 1.25747], [1.59324, -1.18204, 1.76898], [0.86373, -2.73019, -2.85709], [-4.96807, -0.23296, 1.51485], [5.48589, 3.21119, -0.95923], [-3.69868, -3.61568, 1.67394], [-2.12985, 3.49040, 0.93218], [-0.17778, -0.34067, 6.39818], [-3.13882, -1.33281, 0.85398], [-1.78199, 2.54693, -3.43777], [-2.09572, 5.08906, 2.34375], [-1.22342, 3.44854, -3.18486], [6.13370, 1.79659, 0.52804], [-0.76013, -1.22873, 6.66607], [-3.63179, 4.18572, -1.38818], [-3.14318, 3.66849, 0.61735], [0.85512, 0.86287, -4.85355], [-5.62524, 0.60460, 1.63752], [-1.07215, 1.83939, -3.86142], [-2.88702, -3.74195, 2.38799], [-3.32237, 0.67152, 0.42995], [4.00050, -2.60460, -0.80765], [-0.65015, 0.51037, 6.89693], [2.32242, -0.91559, -1.40945], [2.47396, -2.52791, 3.18444], [4.76759, -4.76984, 3.27545], [0.24448, 4.64818, 3.05285], [-1.30997, -1.43683, -2.17954], [4.23613, -4.61384, 0.99413], [3.82405, 0.62362, 0.29577], [-2.14447, 1.14167, 2.42602], [-0.98401, -0.09807, -3.09659], [-2.10574, 0.94171, 4.87218], [-2.49146, 2.80242, -4.22763], [-4.60760, -4.07352, 2.05452], [2.43929, 2.27756, 1.34087], [0.89231, -0.13894, -6.31267], [-3.42606, -4.07011, 0.72428], [-4.70571, 0.35378, -2.08976], [-4.75048, 2.93045, -0.82575], [-5.90162, -2.03301, 2.39164], [2.18383, -3.92537, -3.96174], [-3.75781, 0.23781, -3.55168], [1.58038, -1.19572, 4.52575], [1.51429, 0.25994, 7.17158], [-0.62117, 0.05525, -5.43487], [1.81710, 1.82450, 2.93747], [-3.22622, -0.57086, -2.07801], [5.37801, -3.35582, 1.49419], [-4.65727, 3.33813, -2.52623], [6.33222, 3.86598, -1.06775], [2.33763, 3.47736, 2.63337]],
  "mulliken_charge": [0.245, 0.303, -0.347, -0.093, -0.634, 0.461, -0.505, -0.509, 0.274, 1.341, 1.372, 0.744, 0.203, 0.227, 1.041, 1.443, -0.452, -0.861, -0.381, 0.842, 1.180, -0.006, -1.115, 0.332, -1.625, -0.106, -1.198, -0.384, -0.549, -0.533, -1.555, -1.023, -1.146, 0.119, -0.549, -0.900, -1.116, -0.113, -1.352, -0.905, -0.268, 0.404, -0.100, -0.617, -0.500, -0.793, -1.192, -0.862, -0.035, -0.957, 0.491, 0.312, 0.415, 0.247, 0.395, 0.568, 0.099, 0.560, 0.100, 0.297, -0.712, 0.562, 0.469, 0.563, 0.636, 0.335, 0.570, 0.284, 0.365, 0.640, 0.281, -0.204, 0.549, 0.409, 0.345, -0.265, 0.419, 0.346, 0.394, 0.438, 0.497, 0.196, 0.528, 0.793, 0.313, 0.358, 0.137, 0.254, 0.352, 0.388, 0.433, 0.595],
  "e_above_lowest_ev": 1.695,
  "e_homo_ev": -12.121,
  "total_charge": 2
}

---

(3)
{
  "formula": "C34H26Cl5FIrN6O6",
  "method": "ωB97M-V/def2-TZVPD",
  "symbols": ["Ir", "Cl", "Cl", "Cl", "Cl", "Cl", "F", "O", "O", "O", "O", "O", "O", "N", "N", "N", "N", "N", "N", "C", "C", "C", "C", "C", "C", "C", "C", "C", "C", "C", "C", "C", "C", "C", "C", "C", "C", "C", "C", "C", "C", "C", "C", "C", "C", "C", "C", "C", "C", "C", "C", "C", "C", "H", "H", "H", "H", "H", "H", "H", "H", "H", "H", "H", "H", "H", "H", "H", "H", "H", "H", "H", "H", "H", "H", "H", "H", "H", "H"],
  "coordinates": [[1.88549, -2.94520, 1.62330], [-2.05515, -0.67260, 7.04602], [1.52628, -3.34465, 4.00615], [-2.12507, 1.58214, 4.89620], [-0.37832, 1.34145, 2.31412], [-0.19396, -3.16203, 6.59425], [-4.40218, 1.31260, -1.27462], [1.15670, -1.14923, 2.15660], [2.17653, -2.71786, -0.28807], [3.32868, -1.66013, -1.83404], [4.95819, -5.47257, 1.10976], [2.47085, -6.89934, 1.12639], [-0.58097, -1.68827, -0.38013], [0.22695, -4.16968, 1.39777], [-4.01305, 6.08962, -2.84671], [2.82325, -4.63345, 1.48444], [1.00569, 1.57259, -2.25632], [3.79525, -2.20390, 1.80196], [-3.36648, 3.65201, -2.53853], [-1.19826, 2.60875, -2.34621], [1.92618, 3.85771, -1.92579], [4.22148, -4.56540, 1.35025], [-0.35932, 1.54728, -1.98737], [6.46253, -1.55521, 1.76544], [6.06425, -2.86751, 1.55112], [-1.14478, 0.20008, 4.65098], [-4.66387, 3.89991, -1.91627], [-3.07534, 1.41691, -1.48853], [4.16521, -0.93854, 1.99975], [4.71862, -3.15584, 1.57530], [0.43089, -2.00211, 4.25600], [-1.11657, -0.80581, 5.62228], [5.50222, -0.58269, 1.99298], [-0.06723, -0.72084, -0.92162], [-2.56489, 2.55882, -2.11994], [-2.05336, -4.80750, 1.38232], [-3.39085, 3.98439, -3.95676], [-1.69801, -6.13447, 1.22100], [2.05413, -5.79106, 1.27636], [-5.18410, 5.25735, -2.41312], [1.64313, 2.72713, -2.90178], [-0.30542, -1.91695, 5.42691], [-1.06465, -3.84139, 1.46517], [-2.26773, 0.38724, -1.09782], [0.58040, -5.46588, 1.26887], [2.35459, -1.67296, -1.12498], [-3.36765, 5.51150, -4.08396], [-0.38723, 0.09526, 3.48992], [1.76667, 0.52529, -1.90012], [-0.89782, 0.43153, -1.34214], [0.40988, -1.03548, 3.25299], [-0.35268, -6.47159, 1.16740], [1.33024, -0.59235, -1.24641], [-5.82660, 5.16193, -3.28629], [6.76299, -3.67054, 1.36232], [1.01570, 4.21283, -1.44172], [2.56818, 2.36659, -3.34711], [3.36579, -0.22758, 2.15849], [-2.35492, 5.90741, -4.12233], [-5.72785, 5.79352, -1.63939], [-2.52575, 3.56549, -4.46320], [2.38876, 4.69495, -2.44774], [5.77769, 0.44807, 2.16258], [-1.29028, -2.79349, 1.55750], [-3.92596, 5.86990, -4.94647], [-3.32177, 6.08714, -2.09505], [-3.08940, -4.50683, 1.43960], [7.51215, -1.29522, 1.75253], [-4.29290, 7.05673, -3.00979], [2.61202, 3.52595, -1.14623], [-4.28100, 3.56962, -4.44485], [-0.79027, 3.50148, -2.79857], [2.80912, 0.58072, -2.18780], [1.01283, 3.05082, -3.72980], [-2.68926, -0.48590, -0.61841], [-5.41898, 3.14866, -2.15743], [-0.00533, -7.48936, 1.05725], [-2.45680, -6.90138, 1.14528], [-4.53746, 3.91145, -0.83414]],
  "mulliken_spin": [0.644, 0.002, 0.009, 0.000, 0.003, 0.000, 0.000, 0.109, 0.068, -0.004, 0.041, 0.044, 0.003, -0.016, 0.000, 0.112, 0.000, -0.006, 0.000, 0.000, 0.000, -0.033, -0.001, 0.000, -0.003, -0.004, 0.000, -0.001, -0.002, 0.016, -0.012, 0.009, -0.001, -0.005, 0.000, -0.002, 0.000, 0.000, -0.036, 0.000, 0.000, -0.010, -0.008, 0.001, 0.023, 0.018, 0.000, 0.012, 0.001, 0.001, 0.033, -0.004, 0.003, 0.000, 0.000, 0.000, 0.000, -0.002, 0.000, 0.000, 0.000, 0.000, 0.000, 0.001, 0.000, 0.000, 0.000, 0.000, 0.000, 0.000, 0.000, 0.000, 0.000, 0.000, 0.000, 0.000, 0.000, 0.000, 0.000],
  "s_squared": 0.75,
  "spin_multiplicity": 2,
  "e_above_lowest_ev": 0.882,
  "e_homo_ev": [-12.882, -12.848],
  "total_charge": 2
}

---

(4)
{
  "formula": "C4H5LiO6",
  "method": "ωB97M-V/def2-TZVPD",
  "symbols": ["O", "O", "O", "O", "O", "O", "C", "C", "C", "C", "Li", "H", "H", "H", "H", "H"],
  "coordinates": [[-0.59094, -0.71655, 0.93771], [-2.72609, -1.56062, 0.41013], [-4.72597, -2.94014, 3.00155], [-1.15035, -2.51591, 1.96933], [-4.92951, -1.76578, 4.90175], [-4.54629, -3.97531, 4.88446], [-3.78159, -2.36322, 0.92724], [-4.07089, -1.86394, 2.32770], [-1.39965, -1.64816, 1.15504], [-4.86602, -2.81759, 4.31479], [-1.64429, -4.05085, 2.96652], [-3.14827, -1.65033, 2.88339], [-4.64936, -3.90391, 5.84280], [-3.42952, -3.40660, 0.93576], [-4.67071, -2.28457, 0.28482], [-4.71259, -0.97486, 2.30538]],
  "mulliken_spin": [0.899, 0.022, 0.000, 0.101, 0.000, 0.000, 0.004, 0.002, -0.031, 0.000, 0.002, -0.001, 0.000, -0.003, 0.007, -0.001],
  "s_squared": 0.75,
  "spin_multiplicity": 2,
  "e_above_lowest_ev": 0.000,
  "e_homo_ev": [-14.601, -14.601],
  "total_charge": 1
}